2 unconnected molecules or ions with the total composition C7H12IO5, computed with ωB97M-V/def2-TZVPD.

Energy relative to the best compared isomer or geometry (same formula, charge and spin), kcal/mol: 0.00
E_LUMO, eV: 1.5
HOMO-LUMO gap, eV: 5.40

Structure (ORCA input):
```
! wB97M-V def2-TZVPD RIJCOSX def2/J DEFGRID3
* xyz -1 1
C -1.967 -2.361 -1.306
C -0.574 -1.762 -1.115
C 0.489 -2.866 -1.016
C -0.612 -0.861 0.114
O 0.438 0.117 0.124
C 1.671 -0.312 0.411
O 1.946 -1.187 1.182
O 2.629 0.340 -0.258
I 2.217 1.987 -1.314
H -2.261 -2.938 -0.423
H -1.976 -3.045 -2.157
H -2.717 -1.586 -1.476
H -0.348 -1.123 -1.975
H 1.462 -2.530 -1.379
H 0.199 -3.734 -1.613
H 0.633 -3.181 0.019
H -0.574 -1.446 1.038
H -1.527 -0.271 0.123
C 0.373 3.265 1.820
C -0.232 4.572 1.241
O -1.163 4.428 0.414
O 0.292 5.631 1.652
H -0.126 2.388 1.410
H 1.437 3.224 1.574
H 0.291 3.251 2.909
*
```